1.
36
Properties=species:S:1:pos:R:3 method="wB97M-V/def2-TZVPD" charge=+2 largest_force_ha_per_bohr=0.002 gap_ev=9.91 lumo_energy_ev=-5.93
Cu 0.876 0.994 1.340
C 2.640 1.366 -2.707
C 2.010 0.757 -1.462
C 2.601 -0.599 -1.126
O 2.133 1.644 -0.320
C 0.497 0.655 -1.647
O -0.022 -0.375 -2.015
O -0.268 1.713 -1.404
H 3.709 1.512 -2.536
H 2.194 2.322 -2.971
H 2.530 0.681 -3.546
H 3.671 -0.491 -0.947
H 2.460 -1.291 -1.953
H 2.131 -1.019 -0.235
H 3.041 1.968 -0.246
Cl 1.366 4.559 -1.630
Ge -0.123 3.385 -0.745
Cl -2.041 4.135 -1.071
Cl 0.187 3.276 1.399
N -0.944 -2.190 3.717
C -2.073 -1.522 2.977
P -1.443 -0.772 1.402
O 0.067 -0.790 1.641
O -2.159 0.490 1.115
C -1.893 -1.906 0.009
N -2.465 -1.047 -1.076
H -0.066 -1.764 3.374
H -0.894 -3.192 3.528
H -1.016 -2.072 4.729
H -2.418 -0.679 3.576
H -2.898 -2.220 2.863
H -2.648 -2.625 0.322
H -1.031 -2.439 -0.385
H -3.107 -1.556 -1.683
H -1.670 -0.671 -1.646
H -2.933 -0.238 -0.643

=====

2.
26
Properties=species:S:1:pos:R:3 method="wB97M-V/def2-TZVPD" largest_force_ha_per_bohr=0.060 de_lowest_kcal_mol=63.5 gap_ev="6.42 / 7.28" lumo_energy_ev="-0.89 / -0.49"
C -2.257 -0.997 -0.090
C -0.011 -1.660 -0.958
C -0.343 -1.530 1.582
C -0.713 2.022 1.305
C -0.489 1.615 -1.916
C -0.705 -0.933 0.091
Si 3.804 0.752 0.075
Si -0.040 0.940 -0.146
Cl 4.043 -1.237 -0.372
H -2.562 -0.892 -1.130
H -2.437 -1.997 0.216
H -2.756 -0.351 0.566
H -0.078 -1.059 -1.836
H -0.255 -2.603 -1.350
H 0.997 -1.690 -0.689
H 0.648 -1.931 1.758
H -0.691 -0.751 2.316
H -1.061 -2.355 1.694
H -1.229 1.535 2.157
H 0.145 2.633 1.811
H -1.413 2.782 1.058
H -0.595 0.839 -2.670
H -1.358 2.194 -1.867
H 0.374 2.280 -2.045
H 4.531 1.598 -0.879
H 4.452 0.796 1.318

=====

3.
25
Properties=species:S:1:pos:R:3 method="wB97M-V/def2-TZVPD" charge=+1 largest_force_ha_per_bohr=0.035 de_lowest_kcal_mol=122.3 gap_ev=6.51 lumo_energy_ev=-7.72
C -2.191 1.154 -0.748
N -0.112 -0.598 1.438
C -0.176 -2.022 1.297
C 0.652 -2.648 2.439
C -0.993 0.684 -1.612
N 0.126 0.344 -0.775
C 0.954 1.515 -0.485
C 2.082 1.531 -1.561
H -3.101 1.325 -1.318
H -1.955 2.079 -0.221
H -0.948 -0.253 1.917
H -1.202 -2.387 1.226
H 0.350 -2.289 0.370
H 0.703 -3.723 2.283
H 1.658 -2.235 2.391
H 0.220 -2.430 3.412
H -1.324 -0.196 -2.166
H -0.704 1.451 -2.333
H -2.413 0.377 -0.016
H -0.173 -0.112 0.302
H 1.311 1.533 0.542
H 0.349 2.406 -0.665
H 2.619 0.586 -1.609
H 1.491 1.548 -2.484
H 2.775 2.362 -1.625

=====

4.
25
Properties=species:S:1:pos:R:3 method="wB97M-V/def2-TZVPD" charge=+1 smiles=CC(C)NC[C@@H](C)[NH3+] largest_force_ha_per_bohr=0.017 de_lowest_kcal_mol=4.3 gap_ev=10.61 lumo_energy_ev=-3.01
C 0.867 -2.479 -0.477
C 0.734 -1.211 -1.312
C -0.637 -1.140 -1.998
N 0.962 0.036 -0.536
C 0.573 0.134 0.861
C -0.730 0.947 1.050
C -0.780 1.712 2.359
N -0.729 1.924 -0.095
H 0.582 -3.355 -1.059
H 0.128 -2.447 0.329
H 1.875 -2.609 -0.096
H 1.494 -1.173 -2.099
H -0.877 -2.102 -2.438
H -1.427 -0.923 -1.264
H -0.668 -0.347 -2.745
H 1.921 0.342 -0.601
H 0.448 -0.797 1.420
H 1.361 0.609 1.446
H -1.596 0.310 0.882
H 0.093 2.350 2.471
H -1.668 2.324 2.438
H -0.828 0.999 3.185
H -0.084 2.677 0.152
H -0.254 1.400 -0.868
H -1.646 2.331 -0.253

=====

5.
25
Properties=species:S:1:pos:R:3 method="wB97M-V/def2-TZVPD" s2=0.7545 charge=+2 multiplicity=2 largest_force_ha_per_bohr=0.056 de_lowest_kcal_mol=97.2 gap_ev="8.19 / 7.97" lumo_energy_ev="-11.51 / -11.72"
C 1.347 2.218 -0.941
N -2.078 0.459 1.218
C -3.112 -0.174 0.499
C -2.736 -1.602 -0.008
C 0.963 0.643 -1.272
N 0.630 -0.055 -0.170
C 1.600 -0.705 0.578
C 3.083 -0.483 0.318
H 1.660 2.266 0.086
H 0.442 2.811 -1.023
H -2.109 0.210 2.213
H -4.027 -0.241 1.081
H -3.418 0.378 -0.400
H -3.650 -1.993 -0.452
H -1.978 -1.557 -0.788
H -2.396 -2.282 0.771
H 0.153 0.694 -2.010
H 1.821 0.272 -1.849
H 2.089 2.498 -1.680
H -1.127 0.252 0.833
H 1.273 -1.767 0.472
H 1.317 -0.494 1.628
H 3.379 0.487 0.707
H 3.603 -1.207 0.928
H 3.273 -0.632 -0.738

=====

6.
26
Properties=species:S:1:pos:R:3 method="wB97M-V/def2-TZVPD" charge=+1 largest_force_ha_per_bohr=0.089 de_lowest_kcal_mol=123.1 gap_ev=7.82 lumo_energy_ev=-3.17
C -1.753 -0.091 -2.896
C -0.778 -0.231 1.903
C 1.398 -0.910 1.194
C 1.100 1.214 2.199
C -0.815 -0.943 -2.062
C 0.183 0.757 -0.170
N 0.341 -1.417 -2.503
N 0.493 0.200 1.331
O -0.614 1.959 -0.078
H -2.843 -0.191 -2.682
H -1.591 -0.175 -3.948
H -1.620 0.919 -2.508
H -1.268 -1.119 1.432
H -0.706 -0.394 2.973
H -1.551 0.604 1.739
H 2.113 -0.619 0.405
H 1.749 -1.226 2.207
H 0.933 -1.867 0.746
H 1.606 0.738 3.098
H 1.939 1.700 1.915
H 0.328 1.757 2.676
H -1.211 -1.422 -1.085
H 1.160 0.966 -0.574
H 0.879 -2.006 -1.912
H 0.741 -0.991 -3.368
H -0.216 2.788 -0.032

=====

7.
26
Properties=species:S:1:pos:R:3 method="wB97M-V/def2-TZVPD" largest_force_ha_per_bohr=0.023 de_lowest_kcal_mol=105.9 gap_ev="9.03 / 9.01" lumo_energy_ev="0.74 / 0.74"
C -1.686 -0.467 -0.463
C -1.496 0.545 0.646
C -1.764 -0.905 0.980
C -0.503 -0.919 -1.294
C -2.981 -0.397 -1.247
C -0.165 1.180 0.969
H -2.340 1.214 0.789
H -0.934 -1.480 1.373
H -2.730 -1.177 1.389
H -0.719 -1.882 -1.765
H 0.400 -1.053 -0.700
H -0.301 -0.204 -2.099
H -3.240 -1.377 -1.657
H -3.811 -0.065 -0.620
H -2.892 0.302 -2.084
H 0.059 2.004 0.284
H 0.653 0.463 0.912
H -0.170 1.585 1.984
N 2.912 -0.469 -0.076
N 2.869 0.421 -1.022
N 3.478 0.380 1.712
H 3.834 -0.419 0.489
H 1.954 0.745 -1.317
H 3.669 1.013 -1.240
H 3.027 -0.245 2.379
H 2.879 1.205 1.679

=====

8.
28
Properties=species:S:1:pos:R:3 method="wB97M-V/def2-TZVPD" charge=+1 smiles="NP(N)(=O)C1([NH3+])CCCCC1" largest_force_ha_per_bohr=0.079 de_lowest_kcal_mol=0.0 gap_ev=10.45 lumo_energy_ev=-3.03
N 1.607 1.741 2.156
P 1.295 0.092 1.910
N 2.722 -0.657 1.568
O 0.609 -0.537 3.022
C 0.047 -0.290 0.253
N -0.730 -1.373 0.898
C 0.699 -0.585 -1.047
C -0.415 -0.758 -2.121
C -1.268 0.485 -2.309
C -1.922 0.775 -0.953
C -0.833 0.954 0.126
H 1.528 2.249 1.346
H 0.848 2.045 2.763
H 3.395 -0.433 0.903
H 2.748 -1.567 1.947
H -0.489 -2.379 0.733
H -1.783 -1.076 0.859
H -0.459 -1.144 1.889
H 1.205 -1.485 -1.065
H 1.355 0.169 -1.315
H -0.964 -1.642 -1.903
H 0.033 -0.989 -3.080
H -0.675 1.367 -2.640
H -2.085 0.151 -3.047
H -2.533 1.754 -1.012
H -2.674 0.073 -0.666
H -0.186 1.755 -0.296
H -1.075 1.306 1.080